No. 1
{
  "formula": "C9H7N3O2S2",
  "method": "wB97M-V/def2-TZVPD",
  "homo_lumo_gap_ev": 8.4,
  "fmax_ev_per_a": 7.4,
  "energy_ha": -1458.2810,
  "lumo_ev": -0.7157,
  "symbols": ["S", "C", "C", "H", "C", "O", "H", "N", "H", "C", "S", "C", "C", "H", "N", "N", "O", "H", "C", "C", "H", "C", "H"],
  "coordinates": [[-2.112, -0.994, 0.954], [1.635, 1.073, -2.835], [-0.958, 0.267, 1.328], [-0.923, -4.335, 1.207], [0.641, 1.815, 0.815], [2.491, 1.800, -3.385], [-2.102, -3.615, 0.027], [1.214, 0.128, -3.771], [-1.562, 0.240, 3.295], [0.135, 0.368, -1.050], [1.704, 2.438, -0.492], [0.993, 1.314, -1.595], [-0.902, 0.736, 2.610], [-0.467, -0.354, -1.689], [-1.250, -3.545, 0.654], [-0.097, 1.722, 3.075], [-0.768, -2.538, 2.594], [1.338, 3.033, 2.474], [-0.167, 0.805, 0.398], [-1.332, -2.510, 1.518], [1.415, 0.325, -4.760], [0.682, 2.228, 2.136], [0.391, -0.402, -3.508]],
  "lowdin_charge": [1.021, -0.540, -0.515, 0.114, -0.415, 0.006, 0.126, 0.132, 0.105, 0.034, 1.123, -0.476, -0.135, 0.128, 0.096, 0.102, 0.009, 0.120, -0.261, -0.829, 0.125, -0.141, 0.072]
}

=====

No. 2
{
  "formula": "C7H5F3NO",
  "method": "wB97M-V/def2-TZVPD",
  "homo_lumo_gap_ev": 9.8,
  "charge": 1,
  "fmax_ev_per_a": 4.5,
  "energy_ha": -699.0168,
  "lumo_ev": -4.9427,
  "symbols": ["C", "F", "C", "F", "C", "C", "O", "H", "H", "H", "N", "C", "C", "F", "H", "C", "H"],
  "coordinates": [[1.600, 0.602, 1.368], [-2.917, -1.725, 0.242], [0.238, 0.512, 0.935], [-2.478, 0.150, 1.201], [0.908, -0.436, -1.097], [2.598, 0.223, 0.491], [-1.999, 0.473, -2.071], [0.630, -0.891, -2.068], [3.064, -0.664, -1.332], [-0.446, 1.030, 1.640], [-0.048, 0.077, -0.293], [-1.833, 0.116, -0.984], [-2.888, -0.388, 0.057], [-4.041, 0.070, -0.314], [1.766, 1.018, 2.272], [2.272, -0.387, -0.728], [3.576, 0.219, 0.684]],
  "lowdin_charge": [0.032, 0.195, -0.025, 0.163, -0.018, 0.011, 0.297, 0.152, 0.102, 0.148, 0.070, -0.002, -0.578, 0.253, 0.086, 0.027, 0.086]
}

=====

No. 3
{
  "formula": "C2H5OPS",
  "method": "wB97M-V/def2-TZVPD",
  "spin_multiplicity": 3,
  "homo_lumo_gap_ev": [6.7, 7.4],
  "fmax_ev_per_a": 5.8,
  "energy_ha": -893.8071,
  "lumo_ev": [0.6975, -2.0184],
  "symbols": ["H", "H", "S", "H", "C", "P", "C", "H", "H", "O"],
  "coordinates": [[-1.733, 0.018, 0.603], [0.351, 0.772, -1.705], [-0.401, 0.198, 2.849], [1.994, -1.419, -1.947], [-0.611, 0.178, 0.958], [0.475, -0.951, -0.033], [0.829, -0.138, -1.462], [-0.059, -1.166, 2.990], [-0.166, 1.196, 0.759], [1.683, -0.573, -2.388]],
  "lowdin_spin": [0.026, 0.037, 0.022, -0.001, 0.110, 0.815, 0.708, 0.001, 0.010, 0.272]
}

=====

No. 4
{
  "formula": "C4H11NO",
  "method": "wB97M-V/def2-TZVPD",
  "homo_lumo_gap_ev": 9.4,
  "fmax_ev_per_a": 1.4,
  "energy_ha": -288.9505,
  "lumo_ev": 0.9127,
  "symbols": ["H", "C", "C", "H", "H", "H", "C", "N", "H", "O", "H", "H", "H", "H", "H", "H", "C"],
  "coordinates": [[-0.905, 3.214, 0.416], [-2.056, 1.515, 0.265], [0.407, -1.051, 1.075], [-0.598, -1.062, 1.484], [0.933, -1.973, 1.320], [-2.910, 1.999, 0.714], [1.501, -1.309, -1.104], [0.328, -0.860, -0.371], [1.660, -2.397, -1.069], [0.256, 1.822, -0.454], [2.387, -0.812, -0.703], [-0.522, -1.266, -0.734], [-2.104, 0.429, 0.260], [0.322, 0.810, -0.513], [0.831, -0.163, 1.546], [1.401, -1.084, -2.170], [-0.930, 2.188, 0.037]],
  "lowdin_charge": [0.107, -0.023, -0.110, 0.074, 0.079, 0.038, -0.119, -0.211, 0.078, -0.037, 0.090, 0.114, 0.028, 0.047, 0.087, 0.084, -0.325]
}

=====

No. 5
{
  "formula": "C5H7N3",
  "method": "wB97M-V/def2-TZVPD",
  "homo_lumo_gap_ev": 9.1,
  "fmax_ev_per_a": 9.1,
  "energy_ha": -358.6725,
  "lumo_ev": 0.5194,
  "symbols": ["H", "C", "H", "H", "N", "H", "C", "N", "H", "C", "C", "H", "C", "N", "H"],
  "coordinates": [[1.311, -1.211, -1.470], [-0.728, -0.461, -0.488], [-1.080, 2.713, -0.297], [0.997, -0.665, 1.493], [-2.115, -0.673, -0.152], [-2.324, -1.188, 0.687], [0.787, -0.729, -0.590], [0.718, 1.760, -0.183], [-0.783, -0.059, -1.499], [-0.641, 1.731, 0.063], [1.676, -0.646, 0.585], [2.703, -1.187, 0.520], [-1.179, 0.374, 0.453], [1.348, 0.399, -0.328], [-0.689, -0.160, 1.205]],
  "lowdin_charge": [0.159, -0.351, 0.124, 0.117, 0.154, 0.082, -0.322, 0.113, 0.148, -0.018, -0.064, 0.140, -0.258, -0.131, 0.108]
}

=====

No. 6
{
  "formula": "C5H6N2O",
  "method": "wB97M-V/def2-TZVPD",
  "homo_lumo_gap_ev": 9.9,
  "fmax_ev_per_a": 8.4,
  "energy_ha": -378.6625,
  "lumo_ev": 0.8685,
  "symbols": ["H", "H", "H", "H", "O", "N", "N", "C", "H", "C", "C", "C", "C", "H"],
  "coordinates": [[3.274, 0.285, -0.670], [2.327, 1.933, -0.724], [1.362, 0.484, -1.441], [-2.867, 0.405, -0.327], [0.962, -1.328, 0.190], [-1.512, -0.983, -0.527], [-2.045, 0.217, 0.030], [2.213, 0.725, -0.639], [-1.713, 2.300, 0.139], [-0.264, -0.696, -0.074], [-1.238, 1.157, 0.229], [1.459, -0.015, 0.646], [-0.007, 0.597, 0.399], [1.835, -0.024, 1.618]],
  "lowdin_charge": [0.072, 0.112, 0.111, 0.077, 0.015, 0.161, -0.038, -0.049, 0.190, -0.358, -0.134, -0.168, -0.101, 0.111]
}